Entry 1:
ORCA calculation (ωB97M-V/def2-TZVPD) on a cluster of 2 separate species, C4H13NO in total in a non-equilibrium geometry.

Summary:
HOMO-LUMO gap, Eh: 0.347
ΔE to the lowest compared entry with this formula, charge and spin, kcal per mole: 74.7
SMILES string: CCN(C)C.O

Last columns: bonded neighbours and bond lengths (Å).
Positions of all 19 atoms, in Å:
1 O 1.93753 -3.97384 0.87198  H11 0.922, H15 1.003
2 N -0.61843 0.28028 -0.50979  C3 1.462, C4 1.480, C5 1.469
3 C 0.53437 0.68489 0.29297  N2 1.462, C6 1.534, H7 1.067, H18 1.058
4 C -1.56173 -0.70075 0.07151  N2 1.480, H9 1.267, H10 1.153, H16 1.102
5 C -1.50998 1.40661 -0.81591  N2 1.469, H8 1.136, H14 1.198, H17 1.094
6 C 1.74544 1.35193 -0.37056  C3 1.534, H12 1.125, H13 1.073, H19 1.170
7 H 0.03535 1.44306 0.85357  C3 1.067
8 H -2.13590 1.07837 -1.70542  C5 1.136
9 H -2.14236 -1.62821 -0.56803  C4 1.267
10 H -0.97336 -1.26600 0.88591  C4 1.153
11 H 2.01010 -3.92551 1.79014  O1 0.922
12 H 1.50407 2.41762 -0.10226  C6 1.125
13 H 1.52503 1.36016 -1.42014  C6 1.073
14 H -2.12966 1.80508 0.12890  C5 1.198
15 H 1.19815 -3.36425 0.57721  O1 1.003
16 H -2.38354 -0.23082 0.63529  C4 1.102
17 H -0.93625 2.27035 -1.16556  C5 1.094
18 H 1.06310 0.05677 0.96103  C3 1.058
19 H 2.83807 0.93424 -0.41084  C6 1.170

---

Entry 2:
ORCA calculation (ωB97M-V/def2-TZVPD) on a cluster of 4 separate species, C4H13NO in total in a non-equilibrium geometry.

Summary:
HOMO-LUMO gap, Eh: 0.353
ΔE to the lowest compared entry with this formula, charge and spin, kcal per mole: 64.8

Last columns: bonded neighbours and bond lengths (Å).
Positions of all 19 atoms, in Å:
1 O -1.21594 1.22183 -1.30725  C4 1.380, H8 0.964
2 N 1.76176 -0.80415 0.46206  C5 1.459, H12 1.013, H19 1.037
3 C -0.75946 1.00783 0.97098  C4 1.352, H13 1.077, H15 1.078
4 C -1.32453 0.48960 -0.14233  O1 1.380, C3 1.352, C6 1.505
5 C 2.72837 0.16826 -0.03738  N2 1.459, H9 1.089, H14 1.096, H17 1.091
6 C -2.49729 -0.45167 -0.08280  C4 1.505, H7 1.092, H11 1.091, H18 1.086
7 H -3.41620 0.07677 -0.34326  C6 1.092
8 H -1.55110 0.69269 -2.04036  O1 0.964
9 H 2.23394 0.77846 -0.79125  C5 1.089
10 H -0.09033 -1.18576 -1.23530  no bonds
11 H -2.34913 -1.27326 -0.78537  C6 1.091
12 H 2.17378 -1.40558 1.16607  N2 1.013
13 H -1.10616 0.70706 1.94538  C3 1.077
14 H 3.12228 0.82699 0.74491  C5 1.096
15 H -0.22076 1.94000 0.91096  C3 1.078
16 H 0.60205 -1.23070 -0.70073  no bonds
17 H 3.55885 -0.35303 -0.51491  C5 1.091
18 H -2.59609 -0.88995 0.90620  C6 1.086
19 H 0.94595 -0.31539 0.87439  N2 1.037

---

Entry 3:
ORCA calculation (ωB97M-V/def2-TZVPD) on a cluster of 2 separate species, C4H13NO in total in a non-equilibrium geometry.

Summary:
HOMO-LUMO gap, Eh: 0.364
ΔE to the lowest compared entry with this formula, charge and spin, kcal per mole: 21.0
SMILES string: CCCCN.O

Last columns: bonded neighbours and bond lengths (Å).
Positions of all 19 atoms, in Å:
1 O -2.62451 -1.30401 -0.85710  H8 0.967, H10 0.942
2 N 1.69483 -0.26883 2.08648  C6 1.482, H14 1.006, H18 1.001
3 C 0.47945 -0.09483 -1.02444  C4 1.532, C5 1.543, H15 1.093, H17 1.093
4 C 0.24278 1.25955 -1.70011  C3 1.532, H7 1.081, H9 1.100, H11 1.095
5 C -0.11338 -0.13997 0.39926  C3 1.543, C6 1.543, H12 1.086, H16 1.092
6 C 0.69982 0.63257 1.45832  N2 1.482, C5 1.543, H13 1.104, H19 1.099
7 H 1.08089 1.93741 -1.78390  C4 1.081
8 H -2.64205 -1.52465 -1.79799  O1 0.967
9 H -0.06636 1.12369 -2.74744  C4 1.100
10 H -2.43774 -0.38917 -0.73094  O1 0.942
11 H -0.55829 1.75247 -1.13945  C4 1.095
12 H -0.33958 -1.13246 0.77849  C5 1.086
13 H 0.01099 0.97863 2.24812  C6 1.104
14 H 1.87986 -1.04294 1.47045  N2 1.006
15 H -0.00169 -0.98076 -1.44684  C3 1.093
16 H -1.09708 0.33473 0.40877  C5 1.092
17 H 1.55983 -0.24172 -1.09583  C3 1.093
18 H 2.45392 0.32882 2.34788  N2 1.001
19 H 1.17231 1.53392 1.04363  C6 1.099

---

Entry 4:
ORCA calculation (ωB97M-V/def2-TZVPD) on a cluster of 2 separate species, C4H13NO in total in a non-equilibrium geometry.

Summary:
HOMO-LUMO gap, Eh: 0.336
ΔE to the lowest compared entry with this formula, charge and spin, kcal per mole: 18.3
SMILES string: CCNCC.O

Last columns: bonded neighbours and bond lengths (Å).
Positions of all 19 atoms, in Å:
1 O 4.76197 -1.45639 1.28167  H9 0.960, H13 0.965
2 N -0.72078 0.57542 -0.41251  C3 1.466, C4 1.440, H19 1.007
3 C -0.52904 -0.81464 -0.83606  N2 1.466, C5 1.525, H14 1.094, H15 1.100
4 C -0.81613 0.81498 1.00423  N2 1.440, C6 1.526, H8 1.104, H12 1.090
5 C -0.59832 -0.82490 -2.35961  C3 1.525, H10 1.088, H11 1.085, H16 1.086
6 C -1.73310 1.98906 1.33709  C4 1.526, H7 1.089, H17 1.082, H18 1.085
7 H -2.15994 1.91720 2.33675  C6 1.089
8 H 0.19279 0.92642 1.43716  C4 1.104
9 H 4.97541 -2.35081 1.00501  O1 0.960
10 H 0.09340 -0.06899 -2.72570  C5 1.088
11 H -1.59781 -0.65616 -2.74756  C5 1.085
12 H -1.17541 -0.09997 1.47495  C4 1.090
13 H 4.37580 -1.55109 2.16145  O1 0.965
14 H -1.31443 -1.40705 -0.35693  C3 1.094
15 H 0.44427 -1.21267 -0.51202  C3 1.100
16 H -0.23389 -1.76297 -2.76775  C5 1.086
17 H -2.54555 1.92668 0.62564  C6 1.082
18 H -1.23210 2.92600 1.11674  C6 1.085
19 H -0.18714 1.12990 -1.06256  N2 1.007

---

Entry 5:
ORCA calculation (ωB97M-V/def2-TZVPD) on a cluster of 2 separate species, C4H13NO in total in a non-equilibrium geometry.

Summary:
HOMO-LUMO gap, Eh: 0.341
ΔE to the lowest compared entry with this formula, charge and spin, kcal per mole: 24.5
SMILES string: CNC(C)C.O

Last columns: bonded neighbours and bond lengths (Å).
Positions of all 19 atoms, in Å:
1 O -0.27177 5.31066 4.08518  H15 0.983, H19 0.979
2 N -0.95095 -1.18363 -1.27864  C4 1.457, C6 1.480, H13 1.003
3 C 1.17563 -1.80067 -2.26767  C6 1.538, H9 1.096, H12 1.086, H17 1.095
4 C -1.54216 -1.70823 -0.05431  N2 1.457, H8 1.092, H11 1.092, H18 1.093
5 C 1.22532 -0.79136 -0.01033  C6 1.534, H7 1.099, H10 1.088, H16 1.091
6 C 0.47326 -0.78875 -1.34715  N2 1.480, C3 1.538, C5 1.534, H14 1.087
7 H 2.10682 -0.15385 -0.16307  C5 1.099
8 H -1.06339 -1.32596 0.85016  C4 1.092
9 H 2.20297 -1.47796 -2.47366  C3 1.096
10 H 0.63108 -0.30555 0.76078  C5 1.088
11 H -1.56565 -2.79818 0.00085  C4 1.092
12 H 1.15702 -2.80577 -1.85614  C3 1.086
13 H -1.52213 -0.41657 -1.58149  N2 1.003
14 H 0.52026 0.24414 -1.68382  C6 1.087
15 H -1.17468 5.69358 4.02624  O1 0.983
16 H 1.74120 -1.69063 0.32945  C5 1.091
17 H 0.74026 -1.85665 -3.27037  C3 1.095
18 H -2.59638 -1.42119 -0.02602  C4 1.093
19 H -0.35686 4.70336 3.32176  O1 0.979

---

Entry 6:
ORCA calculation (ωB97M-V/def2-TZVPD) on a cluster of 2 separate species, C4H13NO in total in a non-equilibrium geometry.

Summary:
HOMO-LUMO gap, Eh: 0.384
ΔE to the lowest compared entry with this formula, charge and spin, kcal per mole: 33.2
SMILES string: CCOCC.N

Last columns: bonded neighbours and bond lengths (Å).
Positions of all 19 atoms, in Å:
1 O 0.01646 1.35757 -1.20247  C4 1.399, C6 1.468
2 N -1.97450 -4.05873 3.86053  H8 1.013, H13 1.026, H19 1.013
3 C 1.50618 3.15286 -0.78114  C4 1.499, H7 1.091, H9 1.098, H14 1.100
4 C 1.21824 1.69650 -0.57220  O1 1.399, C3 1.499, H15 1.127, H18 1.092
5 C -0.29687 -1.17249 -0.57711  C6 1.515, H10 1.112, H11 1.092, H16 1.105
6 C -0.33691 -0.02115 -1.56060  O1 1.468, C5 1.515, H12 1.097, H17 1.080
7 H 0.76172 3.77879 -0.28776  C3 1.091
8 H -2.44068 -4.87150 4.24584  N2 1.013
9 H 2.55703 3.39904 -0.57783  C3 1.098
10 H 0.19187 -0.93054 0.39153  C5 1.112
11 H 0.37694 -1.97811 -0.87788  C5 1.092
12 H -1.39240 -0.02077 -1.85802  C6 1.097
13 H -1.21692 -3.81883 4.50881  N2 1.026
14 H 1.31923 3.40599 -1.83507  C3 1.100
15 H 1.98256 1.09254 -1.13942  C4 1.127
16 H -1.31711 -1.52396 -0.34025  C5 1.105
17 H 0.25317 -0.17807 -2.45095  C6 1.080
18 H 1.28550 1.45914 0.49116  C4 1.092
19 H -1.65687 -4.44860 2.98111  N2 1.013